Record 1
107
Properties=species:S:1:pos:R:3 method="wB97M-V/def2-TZVPD" mol_weight_g_mol=1155.17 spin_multiplicity=2 homo_lumo_gap_ev="7.11 / 6.36" homo_ev="-4.9938 / -4.8908" total_charge=-1 energy_ha=-3704.70991 lumo_energy_ha="0.0776 / 0.0541"
Ir 0.19 -0.68 0.18
O -0.76 -4.12 -1.21
C -0.90 -3.73 -0.06
O -1.02 -2.48 0.26
C -0.98 -4.77 1.04
C -0.95 -6.11 0.64
C -1.01 -7.14 1.55
C -1.09 -6.84 2.91
C -1.15 -5.53 3.33
C -1.12 -4.47 2.40
S -1.31 -2.86 2.99
H -0.86 -6.30 -0.43
H -0.99 -8.17 1.22
H -1.13 -7.64 3.64
H -1.23 -5.29 4.38
C -0.08 2.53 -3.75
C -1.17 2.09 -4.69
C -1.17 2.51 -6.02
C -2.19 2.19 -6.90
C -3.26 1.43 -6.45
C -3.28 0.97 -5.15
C -2.25 1.29 -4.26
N -2.35 0.84 -2.93
C -1.37 0.13 -2.24
N -0.46 -0.44 -3.05
C 0.61 -1.31 -2.75
C 0.98 -1.58 -1.44
C 1.94 -2.59 -1.27
C 2.54 -3.22 -2.34
C 2.20 -2.86 -3.64
C 1.21 -1.92 -3.86
C 0.78 -1.58 -5.27
N -1.42 0.03 -0.94
C -2.50 0.77 -0.36
C -2.40 2.15 -0.24
C -3.46 2.91 0.21
C -4.65 2.28 0.56
C -4.76 0.91 0.43
C -3.70 0.12 -0.04
C -3.89 -1.35 -0.26
H 0.36 3.47 -4.11
H 0.72 1.79 -3.67
H -0.46 2.69 -2.74
H -0.34 3.13 -6.35
H -2.15 2.54 -7.92
H -4.07 1.17 -7.12
H -4.09 0.35 -4.79
H -3.24 0.91 -2.48
H -0.66 -0.33 -4.03
H 2.20 -2.90 -0.27
H 3.27 -4.00 -2.17
H 2.67 -3.35 -4.49
H 1.38 -2.13 -5.99
H 0.90 -0.51 -5.49
H -0.27 -1.84 -5.45
H -1.46 2.62 -0.54
H -3.35 3.98 0.31
H -5.48 2.86 0.95
H -5.69 0.42 0.70
H -4.72 -1.72 0.34
H -2.98 -1.90 0.00
H -4.11 -1.56 -1.31
C 2.20 4.10 3.60
C 1.63 4.49 2.24
N 1.82 3.49 1.19
C 3.02 3.59 0.36
C 4.19 2.75 0.86
C 1.00 2.40 1.16
S 1.31 1.29 -0.13
N 0.05 2.40 2.09
C -0.67 1.32 2.41
O -0.38 0.14 2.14
C -1.82 1.56 3.33
C -2.69 0.52 3.62
C -3.76 0.72 4.48
C -3.96 1.96 5.06
C -3.09 3.01 4.78
C -2.03 2.81 3.92
H 2.01 4.89 4.32
H 3.28 3.93 3.55
H 1.72 3.18 3.95
H 2.11 5.41 1.88
H 0.57 4.68 2.33
H 3.29 4.64 0.33
H 2.76 3.29 -0.66
H 4.54 3.10 1.83
H 5.02 2.82 0.16
H 3.90 1.70 0.95
H -2.52 -0.45 3.16
H -4.44 -0.10 4.70
H -4.80 2.12 5.74
H -3.25 3.98 5.24
H -1.34 3.61 3.69
I 8.83 -0.47 2.27
C 6.80 -0.95 2.14
C 6.08 -0.56 1.02
C 4.73 -0.87 0.94
C 4.11 -1.59 1.96
C 4.85 -1.98 3.07
C 6.19 -1.65 3.17
C 2.64 -1.96 1.85
O 2.26 -3.00 2.37
O 1.99 -1.09 1.17
H 6.57 -0.02 0.21
H 4.14 -0.56 0.09
H 4.36 -2.55 3.84
H 6.76 -1.94 4.05

---

Record 2
16
Properties=species:S:1:pos:R:3 method="wB97M-V/def2-TZVPD" mol_weight_g_mol=94.11 homo_lumo_gap_ev=9.36 homo_ev=-8.9035 energy_ha=-345.93772 lumo_energy_ha=0.0166 smiles="C/C=C/O.O.O"
C 0.55 -2.18 1.10
C 1.37 -1.03 0.64
C 1.57 -0.88 -0.68
O 2.40 0.08 -1.18
H -0.26 -2.58 0.47
H 1.11 -3.07 1.27
H -0.03 -1.68 1.94
H 1.54 -0.16 1.32
H 1.12 -1.63 -1.38
H 2.01 0.56 -2.03
O -5.55 -3.24 -0.66
H -5.79 -2.61 0.01
H -4.50 -3.23 -0.51
O 0.91 6.46 0.86
H 0.43 6.84 0.02
H 1.33 5.71 0.40

---

Record 3
6
Properties=species:S:1:pos:R:3 method="wB97M-V/def2-TZVPD" mol_weight_g_mol=91.09 homo_lumo_gap_ev=8.22 homo_ev=-9.2766 energy_ha=-641.93990 lumo_energy_ha=-0.0388
C -0.35 0.59 -0.23
N 1.46 1.42 0.12
O 2.45 0.80 0.35
O 1.19 2.63 0.10
S -1.34 1.75 -0.09
H -0.56 -0.42 -0.48

---

Record 4
62
Properties=species:S:1:pos:R:3 method="wB97M-V/def2-TZVPD" mol_weight_g_mol=363.35 homo_lumo_gap_ev=8.49 homo_ev=-8.8758 energy_ha=-1472.53806 lumo_energy_ha=-0.0140
C -2.09 -0.28 3.78
C -2.20 0.00 2.33
C -1.31 -0.53 1.43
N -1.01 -0.11 0.03
H -2.02 -1.43 3.79
H -1.23 0.25 4.30
H -3.06 -0.06 4.34
H -3.12 0.54 2.11
H -0.43 -1.13 1.80
H -0.28 0.61 0.17
H -1.84 0.22 -0.56
H 0.26 2.01 -4.10
H 0.18 2.80 -2.81
O -0.11 2.71 -3.75
H 2.07 -1.54 1.39
H 2.00 -0.25 0.39
O 1.56 -0.75 1.00
H 1.99 1.06 3.80
H 0.78 1.75 2.76
O 1.62 1.79 3.34
H 1.23 5.06 0.49
H -0.46 5.32 0.49
O 0.34 5.14 0.17
H -2.13 2.07 -2.27
H -3.23 1.26 -1.75
O -2.59 1.95 -1.48
H 0.18 0.19 -2.38
H 1.84 0.31 -2.44
O 1.07 -0.29 -2.37
H -4.22 -0.74 -1.33
H -3.34 -1.20 0.06
O -3.94 -0.51 -0.39
H -0.15 -1.45 -1.02
H 0.62 -2.62 -0.50
O 0.05 -2.41 -1.18
H -0.20 2.44 -0.57
H 1.21 2.23 -1.12
O 0.42 1.82 -1.19
H -1.83 2.52 -0.14
H -1.84 3.54 0.96
O -1.38 2.80 0.68
H 3.29 2.20 0.57
H 2.39 2.79 1.93
O 2.51 2.79 1.00
H 3.33 -3.16 -1.96
H 2.27 -2.42 -1.17
O 3.02 -2.99 -1.03
H 3.62 0.71 -0.73
H 4.02 1.93 -1.52
O 3.25 1.40 -1.39
H -1.37 -3.11 1.89
H -2.74 -2.96 2.03
O -2.16 -3.63 2.14
H 1.56 -1.66 -3.57
H 0.86 -2.86 -2.80
O 1.60 -2.64 -3.39
H -1.85 -2.94 -1.18
H -2.03 -4.26 -2.06
O -2.42 -3.73 -1.43
H 1.84 -3.63 1.97
H 2.89 -3.65 0.83
O 2.71 -3.30 1.63

---

Record 5
69
Properties=species:S:1:pos:R:3 method="wB97M-V/def2-TZVPD" mol_weight_g_mol=671.35 homo_lumo_gap_ev=5.58 homo_ev=-3.6495 total_charge=-1 energy_ha=-3185.78302 lumo_energy_ha=0.0709
C -3.14 4.81 -0.70
C -3.58 5.31 -2.20
O -2.74 4.83 -3.30
Al -2.77 2.94 -3.45
C -0.99 2.43 -4.41
C -0.71 0.81 -4.44
C -0.03 0.21 -3.06
O -0.81 0.45 -1.84
C -1.80 -0.61 -1.59
P -4.67 2.09 -4.52
C -6.20 3.16 -3.98
C -5.10 0.33 -3.93
H -4.13 4.60 -0.09
H -2.38 3.91 -0.68
H -2.57 5.72 -0.17
H -4.71 5.11 -2.47
H -3.46 6.50 -2.19
H -2.72 2.22 -2.01
H -0.15 3.04 -3.83
H -1.03 2.93 -5.49
H -1.68 0.23 -4.79
H 0.09 0.63 -5.31
H 1.04 0.69 -2.87
H 0.17 -0.95 -3.21
H -2.89 -0.16 -1.75
H -1.73 -1.02 -0.48
H -1.72 -1.53 -2.30
H -6.50 3.00 -2.86
H -7.12 2.82 -4.63
H -5.90 4.29 -4.13
H -4.43 -0.47 -4.50
H -5.09 0.17 -2.77
H -6.22 0.10 -4.28
C 1.41 1.96 2.67
C 1.62 0.73 1.78
C 0.37 0.23 1.07
F -0.62 -0.13 1.92
F 0.65 -0.87 0.32
F 2.20 -0.26 2.51
F 2.54 1.07 0.83
O 1.22 1.71 4.07
C -0.11 1.38 4.45
C -0.24 -0.06 4.98
F 0.17 -0.97 4.06
F -1.54 -0.36 5.26
F -0.95 1.65 3.42
F -0.44 2.26 5.44
H 2.35 2.54 2.63
H 0.66 2.65 2.27
H -0.03 1.00 0.39
H 0.35 -0.20 5.89
C 3.88 -3.44 2.21
C 4.43 -4.12 0.95
C 4.14 -5.61 0.83
F 4.66 -6.32 1.85
F 4.68 -6.12 -0.31
F 5.76 -3.86 0.85
F 3.85 -3.49 -0.13
O 4.80 -3.28 3.29
C 4.96 -4.42 4.14
C 6.37 -5.03 4.06
F 6.69 -5.38 2.80
F 6.45 -6.16 4.82
F 3.98 -5.32 3.86
F 4.71 -3.99 5.40
H 3.61 -2.42 1.93
H 2.93 -3.88 2.54
H 3.06 -5.80 0.79
H 7.12 -4.32 4.42

---

Record 6
100
Properties=species:S:1:pos:R:3 method="wB97M-V/def2-TZVPD" mol_weight_g_mol=988.64 spin_multiplicity=3 homo_lumo_gap_ev="7.48 / 6.50" homo_ev="-7.6587 / -10.1409" energy_ha=-7449.94997 lumo_energy_ha="-0.0066 / -0.1337"
Cu -0.35 3.31 1.72
N -0.17 1.52 0.79
S -1.05 0.23 0.89
O -0.40 -0.77 1.71
O -2.05 -0.05 -0.16
F -2.22 0.65 1.92
S 1.12 0.72 -0.05
O 0.82 -0.33 -1.02
O 2.33 0.63 0.75
F 1.45 2.01 -0.95
O -2.54 3.67 1.66
S -3.97 3.48 2.04
O -4.38 2.87 3.31
O -4.93 4.92 1.87
C -4.41 6.08 1.19
C -5.40 6.66 0.17
C -4.82 2.55 0.56
H -3.48 5.80 0.69
H -4.11 6.89 1.86
H -4.74 7.17 -0.52
H -6.24 7.30 0.44
H -5.89 5.94 -0.49
H -5.72 2.05 0.92
H -4.16 1.79 0.14
H -5.13 3.23 -0.23
O 2.57 -4.03 4.43
S 2.62 -4.17 3.00
O 1.37 -3.82 2.34
O 3.94 -3.26 2.49
C 3.80 -2.45 1.33
C 4.61 -3.18 0.18
C 3.13 -5.81 2.47
H 4.02 -1.39 1.28
H 2.72 -2.43 1.14
H 5.56 -2.78 -0.17
H 4.11 -3.32 -0.78
H 4.95 -4.15 0.54
H 2.56 -6.64 2.89
H 4.11 -5.91 2.94
H 3.27 -5.85 1.39
O 1.81 -1.04 6.86
S 0.87 -0.61 5.80
O -0.11 0.47 6.05
O 1.72 -0.29 4.33
C 2.92 0.37 4.46
C 2.73 1.76 3.88
C -0.09 -2.00 5.24
H 3.51 -0.01 3.62
H 3.44 0.52 5.40
H 3.57 2.19 3.35
H 2.31 2.49 4.58
H 1.99 1.72 3.08
H 0.67 -2.74 5.00
H -0.57 -1.62 4.34
H -0.74 -2.37 6.04
O 1.67 1.43 -6.19
S 0.53 0.63 -5.68
O -0.61 0.39 -6.54
O 1.12 -0.75 -5.22
C 2.31 -0.77 -4.51
C 2.25 -1.94 -3.63
C -0.04 1.35 -4.11
H 2.37 0.10 -3.86
H 3.11 -0.74 -5.26
H 2.36 -2.91 -4.11
H 1.38 -1.97 -2.98
H 3.10 -1.90 -2.95
H -0.67 2.19 -4.41
H 0.79 1.84 -3.60
H -0.64 0.63 -3.55
O -1.91 6.10 -1.13
S -1.07 5.01 -1.46
O -0.36 4.20 -0.46
O -1.98 3.99 -2.48
C -3.10 4.47 -3.18
C -3.58 3.52 -4.43
C 0.24 5.45 -2.67
H -2.75 5.45 -3.52
H -3.85 4.55 -2.40
H -2.91 3.55 -5.29
H -4.60 3.75 -4.75
H -3.55 2.50 -4.07
H -0.31 5.97 -3.46
H 0.71 4.57 -3.09
H 0.95 6.18 -2.28
O -0.91 -7.26 -1.63
S 0.42 -6.72 -1.69
O 1.23 -6.73 -2.91
O 0.37 -5.16 -1.03
C -0.53 -4.91 0.09
C -0.60 -3.38 0.41
C 1.30 -7.64 -0.43
H 0.06 -5.26 0.94
H -1.49 -5.41 -0.03
H -1.06 -3.22 1.38
H -1.24 -2.86 -0.30
H 0.35 -2.85 0.38
H 2.22 -7.14 -0.13
H 1.39 -8.61 -0.91
H 0.56 -7.65 0.38

---

Record 7
18
Properties=species:S:1:pos:R:3 method="wB97M-V/def2-TZVPD" mol_weight_g_mol=124.12 homo_lumo_gap_ev=8.69 homo_ev=-4.6703 total_charge=-1 energy_ha=-476.05365 lumo_energy_ha=0.1479
O -0.28 -0.60 -0.41
C 0.70 0.06 0.13
O 0.62 0.43 1.27
C 1.58 0.58 -1.05
C 0.76 1.87 -1.51
N 1.67 -0.36 -2.19
H 2.64 0.85 -0.70
H 1.03 2.54 -0.70
H 1.15 2.33 -2.53
H -0.39 1.57 -1.50
H 2.18 -1.16 -2.11
H 0.74 -0.74 -2.43
H -1.92 -0.60 2.35
H -1.04 0.75 2.67
O -1.71 -0.02 3.06
H -1.73 -1.00 0.47
H -2.01 -2.15 -0.41
O -2.45 -1.68 0.43

---

Record 8
27
Properties=species:S:1:pos:R:3 method="wB97M-V/def2-TZVPD" mol_weight_g_mol=161.25 homo_lumo_gap_ev=8.85 homo_ev=-7.9679 energy_ha=-482.81019 lumo_energy_ha=0.0323 smiles=Cc1c[nH]c2ccccc12.CC
C 0.16 1.48 2.51
C 0.22 0.53 1.38
C -0.69 -0.41 1.04
N -0.33 -1.07 -0.20
C 0.75 -0.37 -0.64
C 1.72 -0.53 -1.72
C 2.75 0.38 -1.93
C 2.85 1.49 -1.12
C 1.98 1.76 -0.07
C 1.12 0.66 0.27
H -0.57 2.26 2.42
H 1.12 1.95 2.71
H -0.05 0.81 3.48
H -1.63 -0.70 1.47
H -0.89 -1.88 -0.47
H 1.29 -1.30 -2.53
H 3.30 0.51 -2.97
H 3.57 2.32 -1.38
H 2.13 2.73 0.38
C -3.83 -2.03 0.60
C -4.07 -1.21 -0.61
H -2.87 -1.98 0.97
H -4.32 -1.69 1.51
H -4.13 -2.98 0.45
H -3.32 -1.47 -1.56
H -3.91 -0.26 -0.45
H -5.17 -1.30 -0.88